(a)
{"formula": "C22H29NO2", "method": "ωB97M-V/def2-TZVPD", "homo_energy_ev": -8.4, "smiles": "CCC(=O)O[C@](Cc1ccccc1)(c1ccccc1)[C@@H](C)CN(C)C", "gap_ev": 9.19, "symbols": ["C", "C", "C", "O", "O", "C", "C", "C", "C", "C", "C", "C", "C", "C", "C", "C", "C", "C", "C", "C", "C", "C", "N", "C", "C", "H", "H", "H", "H", "H", "H", "H", "H", "H", "H", "H", "H", "H", "H", "H", "H", "H", "H", "H", "H", "H", "H", "H", "H", "H", "H", "H", "H", "H"], "coordinates": [[-5.18428, -1.19249, -0.95909], [-4.42308, -0.18641, -0.09842], [-3.04005, -0.73250, 0.21879], [-2.86187, -1.75437, 0.83022], [-2.11646, 0.07642, -0.28384], [-0.68362, -0.13854, -0.26235], [-0.34314, -1.63719, -0.48008], [1.12999, -1.91385, -0.50858], [1.80266, -2.21528, 0.67056], [3.16642, -2.44688, 0.66689], [3.87912, -2.38676, -0.51866], [3.21572, -2.11032, -1.70129], [1.85125, -1.87968, -1.69576], [-0.09541, 0.31038, 1.06714], [1.25518, 0.63677, 1.16298], [1.80649, 1.00348, 2.37730], [1.02545, 1.05114, 3.51860], [-0.31746, 0.73426, 3.43198], [-0.87105, 0.36746, 2.21704], [-0.17206, 0.74220, -1.43464], [-0.93921, 0.47027, -2.73014], [-0.23341, 2.24226, -1.07740], [1.10385, 2.80272, -0.95864], [1.14517, 3.96587, -0.10002], [1.68220, 3.08944, -2.25415], [-6.20336, -0.85205, -1.12703], [-5.21288, -2.15676, -0.45738], [-4.69634, -1.31831, -1.92275], [-4.95243, -0.04124, 0.84495], [-4.32450, 0.77261, -0.60664], [-0.80997, -1.96437, -1.41111], [-0.79454, -2.19892, 0.33817], [1.25066, -2.27060, 1.59730], [3.67378, -2.67598, 1.59251], [4.94436, -2.56368, -0.52304], [3.76219, -2.07622, -2.63314], [1.34301, -1.67992, -2.62895], [1.88464, 0.62567, 0.29094], [2.85521, 1.25434, 2.42773], [1.45797, 1.33539, 4.46661], [-0.94263, 0.76860, 4.31232], [-1.92141, 0.12340, 2.18587], [0.87638, 0.48174, -1.59108], [-1.98940, 0.72124, -2.60919], [-0.86638, -0.57179, -3.02950], [-0.52823, 1.07982, -3.53281], [-0.74187, 2.36716, -0.12063], [-0.82514, 2.78398, -1.83387], [2.17900, 4.29723, -0.00654], [0.54440, 4.80624, -0.48350], [0.78010, 3.69188, 0.88860], [1.13195, 3.87410, -2.80004], [1.68732, 2.18623, -2.86074], [2.71167, 3.41837, -2.12078]]}



(b)
{"formula": "C22H29NO2", "method": "ωB97M-V/def2-TZVPD", "homo_energy_ev": -8.3, "smiles": "CCCN(CCC)C(=O)C[C@H](c1ccccc1)c1ccc(C)cc1O", "gap_ev": 9.05, "symbols": ["C", "C", "C", "N", "C", "C", "C", "C", "O", "C", "C", "C", "C", "C", "C", "C", "C", "C", "C", "C", "C", "C", "C", "C", "O", "H", "H", "H", "H", "H", "H", "H", "H", "H", "H", "H", "H", "H", "H", "H", "H", "H", "H", "H", "H", "H", "H", "H", "H", "H", "H", "H", "H", "H"], "coordinates": [[-2.82118, -0.28195, -3.58359], [-2.70385, 0.31099, -2.18586], [-2.67618, -0.78975, -1.11700], [-2.62038, -0.25812, 0.22705], [-3.88133, 0.07650, 0.87236], [-4.28732, -0.94995, 1.93350], [-4.52813, -2.34039, 1.35931], [-1.48613, 0.01691, 0.91593], [-1.52632, 0.48572, 2.03865], [-0.16454, -0.32925, 0.23966], [1.01735, 0.33992, 0.96020], [1.15810, 1.82079, 0.67840], [2.33184, 2.45899, 1.07735], [2.51678, 3.80979, 0.85567], [1.52700, 4.55456, 0.23564], [0.35125, 3.93703, -0.14932], [0.16676, 2.58169, 0.06924], [2.28926, -0.41297, 0.63151], [2.85361, -1.27622, 1.56050], [3.98220, -2.01671, 1.26802], [4.58351, -1.91650, 0.01900], [5.79521, -2.73422, -0.31088], [4.03151, -1.05524, -0.91358], [2.89839, -0.30410, -0.62157], [2.42301, 0.51016, -1.60608], [-3.73146, -0.87042, -3.67502], [-2.84647, 0.50757, -4.33013], [-1.97247, -0.92802, -3.79672], [-1.79539, 0.91307, -2.12217], [-3.55036, 0.97359, -1.99348], [-3.58601, -1.38874, -1.20577], [-1.82926, -1.45645, -1.29121], [-3.76265, 1.04867, 1.36017], [-4.65231, 0.15509, 0.10391], [-3.49858, -0.99197, 2.68487], [-5.19675, -0.59149, 2.41923], [-4.84706, -3.02016, 2.14580], [-3.61735, -2.73862, 0.91795], [-5.30522, -2.31506, 0.59692], [-0.03717, -1.41428, 0.31385], [-0.17139, -0.06480, -0.81683], [0.82560, 0.24113, 2.03600], [3.10512, 1.88212, 1.56441], [3.43463, 4.28406, 1.17035], [1.66878, 5.61071, 0.06148], [-0.43256, 4.51141, -0.62151], [-0.76958, 2.13099, -0.22205], [2.39264, -1.36677, 2.53400], [4.39971, -2.67805, 2.01286], [5.50781, -3.76925, -0.49777], [6.49926, -2.72916, 0.51892], [6.29254, -2.35227, -1.19851], [4.46965, -0.94504, -1.89370], [1.77595, 1.12447, -1.22998]]}



Q: Which of them is the most stable? A: (b).



(a)
{"formula": "C4H15NO3", "method": "ωB97M-V/def2-TZVPD", "homo_energy_ev": -8.7, "smiles": "CC(C)NCO.O.O", "gap_ev": 8.90, "symbols": ["C", "C", "C", "N", "C", "O", "H", "H", "H", "H", "H", "H", "H", "H", "H", "H", "H", "O", "H", "H", "O", "H", "H"], "coordinates": [[-1.69859, 0.16445, -0.90370], [-0.71664, 1.32138, -0.39094], [-0.73008, 2.64153, -1.20503], [0.68847, 0.85198, -0.30144], [1.14967, 0.01149, -1.41064], [0.90029, -1.36949, -1.10744], [-1.29975, -0.23929, -1.81793], [-1.90794, -0.63638, -0.18432], [-2.58226, 0.75455, -1.06961], [-1.18868, 1.61215, 0.55916], [-1.27747, 3.40089, -0.66196], [0.32517, 2.93572, -1.19685], [-1.07567, 2.50440, -2.22262], [0.90478, 0.30495, 0.52496], [0.66487, 0.27551, -2.37603], [2.22232, 0.27291, -1.49468], [1.00734, -1.43957, -0.15334], [1.03631, -3.73372, 2.57896], [0.83184, -4.13022, 3.43534], [0.22333, -3.40744, 2.18591], [1.16541, -0.90052, 2.19124], [1.14905, -0.13599, 2.78774], [0.20822, -1.05930, 2.23324]]}



(b)
{"formula": "C4H15NO3", "method": "ωB97M-V/def2-TZVPD", "homo_energy_ev": -9.0, "smiles": "CNCCCO.O.O", "gap_ev": 9.74, "symbols": ["C", "N", "C", "C", "C", "O", "H", "H", "H", "H", "H", "H", "H", "H", "H", "H", "H", "O", "H", "H", "O", "H", "H"], "coordinates": [[-0.31572, 3.14284, -0.79809], [-1.07770, 2.34571, 0.20726], [-0.99200, 0.89489, 0.03398], [-1.83464, 0.31120, 1.20952], [-2.56546, -0.98722, 0.89243], [-1.76373, -2.21980, 0.87124], [-0.54210, 4.14296, -0.44326], [0.73924, 2.82998, -0.67400], [-0.47390, 2.92888, -1.85844], [-2.04368, 2.66132, 0.20699], [-1.45186, 0.51770, -0.89662], [0.05367, 0.61940, 0.15867], [-1.26873, 0.30868, 2.13726], [-2.64150, 1.05483, 1.37521], [-3.10661, -0.96186, -0.06451], [-3.17306, -1.23934, 1.76978], [-1.44892, -2.28488, -0.03893], [0.93012, -1.74546, 0.72095], [-0.02738, -1.98437, 0.70102], [1.07578, -1.63539, 1.66651], [6.41590, -1.22763, -2.75488], [6.23541, -0.67347, -2.00310], [6.08646, -2.11847, -2.57982]]}



Q: Which of them is the most stable? A: (b).



(a)
{"formula": "CH4N2P2", "method": "ωB97M-V/def2-TZVPD", "homo_energy_ev": -8.2, "gap_ev": 8.27, "symbols": ["C", "N", "N", "P", "P", "H", "H", "H", "H"], "coordinates": [[-1.54141, -0.66762, 0.47604], [-1.54259, -1.93217, 0.49431], [0.54973, 0.74349, 0.19201], [-2.41304, 0.53471, -0.74301], [-0.95435, 1.00553, 1.01848], [-1.07228, -2.44394, 1.22497], [1.04772, 0.22696, 0.95610], [1.05283, 1.62899, 0.11948], [-0.92884, -0.06853, -1.71736]]}



(b)
{"formula": "CH4N2P2", "method": "ωB97M-V/def2-TZVPD", "homo_energy_ev": [-8.2, -9.1], "gap_ev": [7.57, 8.25], "symbols": ["C", "N", "N", "P", "P", "H", "H", "H", "H"], "coordinates": [[0.09247, -0.56316, -0.23881], [1.00274, 0.57754, -0.23941], [-0.75552, -0.50836, 0.97298], [1.92441, -0.86669, -0.06413], [-1.66323, -0.81493, -0.47141], [0.86168, 1.18991, -1.10551], [-1.01302, 0.40668, 1.37269], [2.05923, -0.80571, 1.35419], [-2.50877, 1.38473, -1.58060]]}



Q: Which of them is the most stable? A: (a).



(a)
{"formula": "C6H12O", "method": "ωB97M-V/def2-TZVPD", "spin_multiplicity": 2, "homo_energy_ev": [-14.6, -14.8], "charge": 1, "gap_ev": [9.55, 7.08], "symbols": ["C", "C", "C", "C", "C", "C", "H", "H", "H", "H", "H", "H", "H", "H", "H", "H", "H", "H", "O"], "coordinates": [[1.61327, 1.24394, 0.61320], [0.15137, 0.91905, 0.30687], [-0.43416, -0.18151, 0.85405], [0.11169, -1.47255, 1.18399], [-0.65007, -2.56408, 1.41301], [-0.51812, 1.94123, -0.73996], [2.04574, 0.41085, 1.17389], [1.61612, 2.11369, 1.24538], [2.03957, 1.58520, -0.32884], [-1.57069, -0.26050, 0.95725], [1.14505, -1.50812, 1.43030], [-1.74100, -2.51812, 1.39873], [-0.23460, -3.58497, 1.60857], [0.16640, 2.77274, -0.91610], [-1.43797, 2.34641, -0.35739], [-0.65059, 1.46131, -1.71726], [-0.56966, -0.78654, -1.90694], [-0.85852, -0.76238, -3.43369], [-0.22384, -1.15568, -2.78506]]}



(b)
{"formula": "C6H12O", "method": "ωB97M-V/def2-TZVPD", "spin_multiplicity": 2, "homo_energy_ev": [-14.8, -14.8], "charge": 1, "gap_ev": [10.38, 6.75], "symbols": ["C", "C", "C", "C", "C", "C", "H", "H", "H", "H", "H", "H", "H", "H", "H", "H", "H", "H", "O"], "coordinates": [[1.67787, 0.67309, -0.13273], [0.91074, -0.52875, 0.20315], [-0.20579, -0.91007, -0.57732], [-0.63066, -0.22565, -1.78142], [-1.53338, 0.74043, -1.89205], [1.33900, -1.31901, 1.37124], [1.02074, 1.48498, 0.20393], [1.69718, 0.86860, -1.20301], [2.64971, 0.75733, 0.33793], [-0.70552, -1.83776, -0.29793], [0.04727, -0.37985, -2.63132], [-2.12220, 1.03594, -1.02390], [-1.82964, 1.28224, -2.77028], [0.60336, -2.05352, 1.67847], [1.52984, -0.62012, 2.18913], [2.31439, -1.77992, 1.17569], [-1.51186, 0.81642, 1.40038], [-2.79829, 1.05527, 2.31832], [-2.45276, 0.94036, 1.43173]]}



Q: Which of them is the most stable? A: (b).